Below is C28H39BCrN3O3S as an isolated structure, with properties calculated with wB97M-V/def2-TZVPD.

XYZ file:
```
76
Properties=species:S:1:pos:R:3
Cr 0.94 0.26 -0.32
S 4.05 0.58 -0.27
C 3.39 2.06 -0.85
C 4.19 3.11 -1.35
C 3.61 4.26 -1.81
C 2.22 4.40 -1.78
C 1.49 3.33 -1.29
N 2.05 2.21 -0.83
H 5.26 2.97 -1.37
H 4.23 5.06 -2.20
H 1.71 5.28 -2.14
H 0.41 3.36 -1.26
O -1.84 2.43 0.77
C -1.46 3.03 1.99
C -0.62 2.10 2.86
C 0.85 2.09 2.44
C 1.50 0.78 2.74
C 1.96 0.45 4.01
C 2.48 -0.81 4.24
C 2.52 -1.73 3.19
C 2.04 -1.33 1.96
N 1.55 -0.11 1.73
H -1.18 1.75 0.52
H -2.39 3.29 2.50
H -0.91 3.96 1.80
H -1.03 1.09 2.76
H -0.71 2.38 3.91
H 1.39 2.90 2.95
H 0.94 2.28 1.37
H 1.91 1.19 4.79
H 2.84 -1.08 5.22
H 2.91 -2.73 3.32
H 2.06 -2.00 1.10
C 0.56 -2.81 -1.78
N 1.72 -1.94 -1.68
C 2.89 -2.73 -1.33
C 1.96 -1.23 -2.93
C 0.82 -0.32 -3.31
C 0.44 -0.23 -4.65
C -0.60 0.61 -5.03
C -1.27 1.33 -4.05
C -0.89 1.21 -2.72
C 0.18 0.40 -2.30
H 0.70 -3.57 -2.57
H -0.33 -2.23 -2.00
H 0.40 -3.32 -0.83
H 3.11 -3.49 -2.11
H 2.73 -3.25 -0.39
H 3.75 -2.07 -1.22
H 2.15 -1.96 -3.75
H 2.89 -0.66 -2.79
H 0.96 -0.82 -5.39
H -0.89 0.69 -6.07
H -2.10 1.97 -4.32
H -1.47 1.76 -1.98
C -2.73 -2.51 2.69
C -2.69 -1.33 1.72
C -3.51 -0.18 2.30
O -1.33 -0.88 1.63
B -0.95 -0.65 0.29
O -1.99 -1.11 -0.52
C -3.05 -1.69 0.23
C -4.35 -1.08 -0.27
C -3.05 -3.19 -0.07
H -2.41 -2.16 3.68
H -2.05 -3.30 2.38
H -3.73 -2.93 2.78
H -3.13 0.05 3.29
H -4.56 -0.43 2.38
H -3.40 0.72 1.69
H -4.34 0.00 -0.18
H -5.22 -1.47 0.28
H -4.47 -1.32 -1.32
H -2.10 -3.64 0.21
H -3.18 -3.32 -1.14
H -3.85 -3.71 0.45
```

As for the charge: -1. The molar mass is 560.5 u. The value obtained for the maximum force is 0.7 eV Å⁻¹. The gap between HOMO and LUMO (alpha / beta) is 6.254 / 6.726 eV. The energy above the lowest of the compared OMol25 structures with the same formula, charge and spin is 0.461 eV. The value obtained for the calculated total energy is -80218.624 eV. Its spin multiplicity is 5.

Atomic partial charges in e from the Löwdin method, atoms 1 to 8: number 1, Cr, carries 0.52; number 2, S, carries 0.53; number 3, C, carries -0.80; number 4, C, carries -0.13; number 5, C, carries -0.10; number 6, C, carries -0.09; number 7, C, carries -0.15; number 8, N, carries -0.05